No. 1
The following is a DFT calculation (ωB97M-V with the def2-TZVPD basis set) of a 2-piece molecular cluster, C7H13N2 overall.

Computed properties:
ΔE to the lowest compared entry with this formula, charge and spin = 559.9 kJ/mol
HOMO-LUMO gap (spin up / spin down) = 7.98 / 7.97 eV
Charge = +1
LUMO level (spin up / spin down) = -4.7452 / -4.7451 eV

The geometry in XYZ format:
```
22
Properties=species:S:1:pos:R:3:forces:R:3
C 2.13599 1.20861 -0.11402 -4.384 -1.330 0.318
C 2.30519 -0.22216 0.06297 -1.661 0.798 -1.543
C 0.88084 1.66267 -0.31488 0.713 1.682 -0.824
C 1.22313 -1.03069 -0.02829 4.980 -3.247 1.361
C -0.18810 0.77610 -0.54282 -4.365 0.766 2.820
C -0.92732 -1.55767 -0.86118 -1.379 -3.110 -1.151
C -0.73054 -0.73416 1.37490 0.204 -0.180 -1.666
N -1.94243 1.39282 0.29746 2.876 -1.340 0.479
N -0.12167 -0.60815 -0.08242 -0.762 0.068 1.089
H 2.94950 1.78037 -0.13949 3.037 2.492 0.037
H 3.34860 -0.43510 -0.06683 0.113 -1.438 0.665
H 0.49509 2.66739 -0.63974 1.368 -0.656 0.671
H 1.46779 -2.16689 0.18040 -1.260 2.317 -0.763
H -0.80157 1.00469 -1.34503 -0.293 -0.545 -2.253
H -2.00565 -1.32115 -0.77121 0.690 0.123 0.236
H -0.74676 -1.60506 -1.97851 0.520 0.346 1.450
H -0.78135 -2.65311 -0.40670 -0.192 2.560 -1.027
H -0.35900 0.05412 1.95445 0.841 1.154 0.752
H -1.76169 -0.49541 1.14099 -0.207 -0.776 0.742
H -0.36074 -1.67748 1.75125 -0.553 -0.321 0.015
H -2.37186 1.85216 -0.46580 -0.392 0.787 -1.080
H -1.70746 2.10811 0.99452 0.104 -0.152 -0.327
```
Positions in Å, forces in eV/Å.

Löwdin atomic charge list, values in e, 5 entries: -0.012 -0.002 -0.041 -0.084 -0.100



No. 2
The following is a DFT calculation (ωB97M-V with the def2-TZVPD basis set) of an isolated ion of composition C7H13N2 and charge +1.

Computed properties:
ΔE to the lowest compared entry with this formula, charge and spin = 441.0 kJ/mol
HOMO-LUMO gap = 9.55 eV
Charge = +1
LUMO level = -4.4811 eV

The geometry in XYZ format:
```
22
Properties=species:S:1:pos:R:3:forces:R:3
C -1.66595 -0.64409 0.55401 -1.085 0.502 -0.674
C -1.47861 -0.96340 -0.72913 0.733 -0.887 -1.305
C -1.21479 1.33195 -0.67001 -2.353 -0.187 1.689
C 0.30519 0.38529 1.15301 -1.066 -0.221 4.227
C -1.15856 0.76304 0.80363 -2.065 -2.375 0.312
C -0.71530 0.11888 -1.34957 -0.980 -0.137 2.682
C 1.47358 -1.39577 0.14148 3.183 1.149 -1.223
N 1.86053 1.04184 -0.37880 -0.007 -0.404 -0.636
N 0.93815 -0.02146 -0.03922 1.093 0.885 -0.426
H -2.08960 -1.37860 1.23444 0.108 0.521 0.351
H -1.71396 -1.93514 -1.15723 0.309 0.248 -0.079
H -2.39136 1.44822 -0.96513 2.992 0.018 0.663
H -0.65700 2.23570 -0.73464 0.314 0.725 -0.555
H 0.65522 1.28983 1.71239 0.735 -0.899 -1.038
H 0.36201 -0.50993 1.95932 -0.506 2.173 -1.751
H -1.74299 1.15956 1.65245 0.634 0.603 -0.626
H -0.24266 0.25831 -2.26620 0.730 -0.657 -1.607
H 0.64407 -2.01274 0.18445 -1.475 -1.606 -0.677
H 2.28491 -1.57482 -0.62530 -1.544 -0.208 0.269
H 2.00893 -1.62769 1.07243 -0.181 1.009 0.233
H 1.74036 1.33136 -1.35626 0.320 -0.520 0.431
H 2.79782 0.69967 -0.19614 0.111 0.270 -0.259
```
Positions in Å, forces in eV/Å.

Löwdin atomic charge list, values in e, 5 entries: -0.031 -0.066 -0.082 -0.177 -0.206



No. 3
The following is a DFT calculation (ωB97M-V with the def2-TZVPD basis set) of an isolated ion of composition C7H13N2 and charge +1.

Computed properties:
ΔE to the lowest compared entry with this formula, charge and spin = 385.7 kJ/mol
HOMO-LUMO gap = 8.80 eV
Charge = +1
LUMO level = -4.1328 eV

The geometry in XYZ format:
```
22
Properties=species:S:1:pos:R:3:forces:R:3
C 1.66691 -1.37455 -0.40879 0.028 -0.048 -0.134
C 0.36399 -1.94828 -0.32413 -0.111 0.287 0.091
C 1.84135 -0.14106 0.01660 -4.123 -0.268 0.956
C 2.65361 0.98379 0.35482 0.586 0.524 0.261
C -1.16521 1.69381 -0.82892 0.008 0.030 0.258
C -1.95062 -1.57812 0.27560 -0.985 -0.136 0.109
C -0.96107 1.18667 0.60068 -0.755 0.463 -0.534
N -0.18934 -0.00829 0.66153 4.744 -0.378 -0.448
N -0.56538 -1.16253 0.17514 0.312 -0.494 -0.461
H 2.46990 -1.95018 -0.84795 0.162 0.000 0.024
H 0.13808 -2.95701 -0.61820 -0.177 -0.055 0.069
H 2.05113 1.83334 0.67639 -0.052 -0.029 -0.044
H 3.35651 0.73915 1.15429 -0.010 0.033 -0.022
H 3.21137 1.29859 -0.53122 0.017 0.006 -0.012
H -0.20543 1.81871 -1.32681 0.055 0.030 -0.028
H -1.67129 2.65481 -0.80191 -0.063 0.077 -0.068
H -1.76864 1.00811 -1.41891 -0.056 -0.060 -0.063
H -2.57899 -0.95830 -0.36601 0.137 -0.011 0.020
H -2.05557 -2.61615 -0.02963 0.150 0.073 -0.012
H -2.29054 -1.47190 1.30740 0.136 0.005 -0.086
H -1.92830 1.01812 1.08916 0.074 0.107 0.076
H -0.42245 1.93128 1.19086 -0.075 -0.157 0.049
```
Positions in Å, forces in eV/Å.

Löwdin atomic charge list, values in e, 5 entries: -0.024 -0.010 0.056 -0.032 -0.060